This record from OMol25 describes C43H39FeN5O8P4SeTe as an isolated structure in a non-equilibrium geometry. The level of theory is wB97M-V/def2-TZVPD.

The geometry in XYZ format:
```
102
Properties=species:S:1:pos:R:3:forces:R:3:mulliken_charge:R:1
Fe -0.186002 0.647545 0.040640 -0.9 0.1 -0.3 1.550
O -4.009588 1.315826 0.561159 0.2 0.0 0.0 -0.650
P -3.257722 1.514896 -0.853035 0.0 -0.2 0.0 0.384
O -3.982983 2.457235 -1.715087 -0.2 0.1 0.0 -0.857
O -1.794314 1.770348 -0.561656 0.6 -0.2 0.2 -0.514
O -3.374188 0.028678 -1.529173 -0.1 0.2 0.1 -0.480
P -2.695462 -1.343297 -1.019375 0.5 -0.2 0.4 0.729
O -3.560008 -1.678396 0.326646 -0.1 0.0 -0.2 -0.480
O -2.905872 -2.388197 -2.036143 -0.1 0.0 -0.2 -0.837
O -1.299949 -1.037329 -0.529359 0.1 0.5 0.3 0.368
H -3.413657 0.842402 1.163853 -0.2 0.1 0.0 0.439
H -4.379470 -2.102951 0.039988 0.1 0.1 0.1 0.306
Te 1.724741 -2.777864 -1.694434 0.7 0.1 0.5 0.350
C 3.694963 -3.591674 -1.474778 -0.1 -0.1 -0.1 0.081
C 4.185659 -4.596728 -2.307511 -0.2 0.1 0.0 -0.551
C 5.424467 -5.158514 -2.046692 0.0 0.0 -0.1 -0.417
N 6.214386 -4.791444 -1.040530 0.1 0.0 0.1 -0.680
C 5.755740 -3.808931 -0.262477 0.0 0.0 -0.1 -0.475
C 4.531288 -3.188580 -0.437253 0.0 0.1 0.0 0.520
C 1.673297 -2.191933 0.368593 -0.2 0.4 -0.9 -1.776
P 1.732695 -0.405800 0.595545 0.3 -1.6 -0.1 1.910
C 3.280760 0.135256 -0.257369 0.0 0.3 -0.2 1.654
C 4.489506 0.351540 0.407746 -0.1 0.0 0.0 -0.701
C 5.590691 0.873927 -0.256773 0.1 0.0 -0.1 -0.817
C 5.515997 1.174977 -1.608548 0.0 0.0 0.0 -0.733
C 4.327879 0.948882 -2.289245 0.0 0.1 -0.1 -0.478
C 3.220026 0.451146 -1.618475 0.0 -0.1 0.1 -0.644
C 2.349107 -0.261462 2.314681 0.0 0.5 0.0 0.260
C 2.285218 0.994333 2.910568 0.0 -0.2 0.0 -0.211
C 2.801951 1.205176 4.179093 0.1 0.0 0.0 -0.562
C 3.416579 0.160426 4.853505 0.0 0.1 0.0 -0.942
C 3.504243 -1.089418 4.256508 0.1 0.0 0.0 -0.625
C 2.973692 -1.300531 2.992561 0.1 -0.1 0.0 -0.158
P 0.185798 -3.075283 0.917641 -0.2 -0.3 0.0 0.631
C -0.122511 -2.333926 2.554151 0.0 -0.1 0.3 -0.419
C 0.422499 -2.802506 3.687369 -0.3 0.1 -0.4 0.146
C 0.205555 -2.168630 4.981615 -0.1 0.0 0.3 -0.464
C -0.625091 -1.138397 5.138465 0.0 0.0 0.1 -0.907
C -1.417754 -0.593185 4.003819 0.1 -0.1 -0.2 0.449
C -1.142322 -1.202790 2.600146 0.3 -0.1 0.1 -0.447
C 0.936940 -4.747304 1.254217 0.0 0.1 0.1 0.315
C 2.291883 -4.986490 1.467036 -0.1 -0.1 0.1 0.032
C 2.806821 -6.275012 1.418121 0.1 0.0 0.1 -0.845
C 1.966815 -7.350983 1.169382 -0.1 -0.1 0.0 -0.584
C 0.607588 -7.131654 0.983304 0.0 0.0 0.0 -0.656
C 0.102866 -5.840248 1.016563 0.1 0.0 0.1 -0.743
H 3.589998 -4.952024 -3.140709 0.0 -0.1 0.0 0.354
H 5.811934 -5.957524 -2.674006 -0.1 0.0 0.0 0.354
H 6.412245 -3.506251 0.549051 0.0 0.0 0.0 0.363
H 4.207822 -2.411794 0.240798 -0.1 0.0 0.1 0.176
H 4.580489 0.113940 1.458569 0.0 0.0 0.0 0.386
H 6.509626 1.054890 0.288443 0.0 0.0 0.0 0.433
H 6.375539 1.591186 -2.122093 0.0 0.0 0.0 0.439
H 4.259504 1.179669 -3.347769 0.0 0.0 0.0 0.456
H 2.283053 0.322665 -2.143004 0.0 -0.1 0.0 0.461
H 1.809615 1.802848 2.372272 -0.1 0.1 0.1 0.015
H 2.700315 2.176060 4.645310 0.0 0.0 0.0 0.377
H 3.817917 0.321679 5.847417 0.0 0.0 0.0 0.317
H 3.995066 -1.904876 4.776024 0.0 0.0 0.0 0.401
H 3.040123 -2.275417 2.524710 0.0 0.1 0.0 0.205
H 1.079976 -3.664476 3.642921 0.1 0.1 0.0 0.296
H 0.768075 -2.553715 5.826059 0.0 0.1 0.0 0.383
H -0.752859 -0.650991 6.098974 0.1 0.0 0.0 0.336
H -2.473030 -0.510380 4.276822 0.0 0.0 -0.1 0.453
H -2.036700 -1.503432 2.056890 0.0 0.0 -0.1 0.168
H 2.948228 -4.148779 1.659362 0.0 0.0 -0.2 0.377
H 3.870119 -6.437834 1.560870 0.0 0.0 0.0 0.382
H 2.366902 -8.357163 1.109213 0.0 0.0 0.0 0.336
H -0.054028 -7.968655 0.788362 0.0 0.0 0.0 0.365
H -0.950253 -5.655383 0.831107 0.0 0.0 -0.1 0.401
N 6.676099 8.707369 -3.093159 0.0 0.0 0.0 -0.566
C 5.908266 7.962121 -2.670996 0.4 0.4 -0.3 0.118
C 4.961953 7.053524 -2.134793 -0.8 -0.8 0.5 0.468
C 5.112496 5.669288 -2.294270 0.2 0.5 -0.2 -0.904
C 4.210335 4.791676 -1.738994 -0.2 -0.3 0.2 0.129
C 3.125704 5.269655 -1.001905 0.3 0.4 -0.3 0.500
C 2.959596 6.648086 -0.851970 -0.2 -0.3 0.2 -0.578
C 3.859725 7.525630 -1.408655 0.5 0.2 -0.2 -0.889
N 2.205083 4.386039 -0.433033 -0.1 0.1 0.0 0.161
C 1.462103 4.584613 0.719013 -0.2 -0.1 0.2 -0.637
C 0.680524 3.482886 0.854617 -0.1 0.3 -0.1 -1.193
N 0.920377 2.614329 -0.187800 -0.3 -0.3 0.3 0.630
C 1.821936 3.184047 -0.941725 0.0 -0.4 0.0 -0.864
H 5.961936 5.297748 -2.851940 0.0 -0.1 0.0 0.455
H 4.355681 3.723206 -1.846019 0.0 0.0 0.0 0.352
H 2.101621 7.019990 -0.309100 0.0 0.0 0.0 0.462
H 3.726710 8.593181 -1.294986 0.0 0.0 0.0 0.441
H 1.578070 5.449513 1.346215 0.0 0.0 0.0 0.487
H -0.043669 3.251694 1.623689 0.1 0.0 0.1 0.220
H 2.228648 2.776475 -1.850646 0.1 0.0 0.0 0.867
Se -0.792620 2.375956 3.979416 0.0 0.6 0.4 -0.361
C -0.901761 0.678658 3.343388 -0.3 -0.3 -0.4 -1.066
N -0.672756 0.154500 2.163615 -0.1 0.2 -0.8 0.334
C -0.223669 0.402843 -4.752982 0.0 -0.1 0.2 -1.529
C -0.765397 0.103660 -3.363400 0.0 -0.1 -0.2 -0.131
O 0.169780 0.549966 -2.373232 0.2 0.5 0.4 -0.153
H -0.929958 0.070576 -5.515035 0.0 0.0 0.0 0.422
H 0.727397 -0.112492 -4.897508 0.0 0.0 -0.1 0.273
H -0.068246 1.478649 -4.869584 0.0 0.0 -0.1 0.331
H -0.893594 -0.967444 -3.215135 0.0 0.0 0.1 0.234
H -1.733728 0.580302 -3.213260 0.0 0.0 0.1 0.266
H 0.104290 1.513921 -2.339005 -0.2 0.0 0.0 0.023
```
Forces are in eV/Å.

Properties
Total charge: -2
Gap between HOMO and LUMO (alpha / beta), Ha: 0.1601 / 0.1607
ΔE to the lowest compared entry with this formula, charge and spin, kcal per mole: 56.14
Max |F|, eV Å⁻¹: 1.683



This record from OMol25 describes C43H39GeN2OPRhS as an isolated structure. The level of theory is wB97M-V/def2-TZVPD.

The geometry in XYZ format:
```
89
Properties=species:S:1:pos:R:3:forces:R:3:lowdin_spin:R:1
Rh -0.401820 -0.198378 1.039101 0.1 0.0 0.0 2.037
C 1.182235 -2.282897 4.178611 0.0 0.0 0.0 0.001
C 2.102002 -1.284133 3.483064 0.0 0.0 0.0 0.001
C 1.663370 0.151469 3.739632 0.0 0.0 0.0 0.023
C 2.240198 -1.574682 1.984188 0.0 0.0 0.0 0.012
C 3.011147 -2.862747 1.679178 0.0 0.0 0.0 0.005
O 2.108148 -3.628280 0.845361 0.0 0.0 0.0 0.024
C 0.966259 -2.963525 0.741897 0.0 0.0 0.0 0.036
N 0.932837 -1.810618 1.322947 0.0 0.0 0.0 0.106
C -0.085553 -3.697887 -0.006642 0.0 0.0 0.0 0.002
C 0.117005 -5.077228 -0.106525 0.0 0.0 0.0 0.002
C -0.790500 -5.893241 -0.759877 0.0 0.0 0.0 0.000
C -1.920878 -5.342826 -1.338505 0.0 0.0 0.0 0.003
C -2.131830 -3.975965 -1.253352 0.0 0.0 0.0 0.006
C -1.234916 -3.136893 -0.593526 0.0 0.0 0.0 0.020
P -1.644861 -1.370128 -0.588425 0.0 -0.1 0.0 0.127
C -3.385892 -1.320408 -0.063384 0.0 0.0 0.0 0.059
C -3.800637 -2.151210 0.979682 0.1 0.0 -0.1 0.006
C -5.042935 -1.968377 1.560351 0.0 0.0 0.0 0.050
C -5.881007 -0.942685 1.109495 0.0 0.0 0.0 0.089
C -5.479857 -0.133080 0.044842 0.0 0.0 0.1 0.027
C -4.240057 -0.319625 -0.536959 0.0 0.0 0.0 0.018
C -1.504149 -0.781149 -2.291234 0.0 0.0 0.0 0.018
C -1.605877 0.597917 -2.488898 0.0 0.0 0.0 0.011
C -1.437210 1.140809 -3.751434 0.0 0.0 0.0 0.000
C -1.142923 0.310268 -4.824975 0.0 0.0 0.0 0.007
C -1.027384 -1.058748 -4.633008 0.0 0.0 0.0 0.000
C -1.208860 -1.608219 -3.371720 0.0 0.0 0.0 0.008
H 1.223650 -2.146526 5.258492 0.0 0.0 0.0 0.000
H 1.456818 -3.319376 3.971725 0.0 0.0 0.0 0.000
H 0.145624 -2.142075 3.863929 0.0 0.0 0.0 0.000
H 3.111821 -1.397333 3.892884 0.0 0.0 0.0 0.000
H 0.649329 0.338077 3.360378 0.0 0.0 0.0 0.014
H 2.338537 0.867197 3.266883 0.0 0.0 0.0 0.000
H 1.639224 0.363137 4.809060 0.0 0.0 0.0 0.002
H 2.709881 -0.718155 1.491378 0.0 0.0 0.0 0.002
H 3.220024 -3.457032 2.567186 0.0 0.0 0.0 0.000
H 3.927633 -2.707834 1.116670 0.0 0.0 0.0 0.000
H 0.995149 -5.516055 0.341733 0.0 0.0 0.0 0.000
H -0.609083 -6.957787 -0.814783 0.0 0.0 0.0 0.000
H -2.636249 -5.969055 -1.854243 0.0 0.0 0.0 0.000
H -3.018044 -3.549722 -1.708289 0.0 0.0 0.0 0.001
H -3.149541 -2.933740 1.348434 0.0 0.0 0.0 -0.001
H -5.367700 -2.615806 2.363921 0.0 0.0 0.0 0.000
H -6.863896 -0.816722 1.544924 0.0 0.0 0.0 0.001
H -6.142952 0.636988 -0.325890 0.0 0.0 0.0 0.000
H -3.938416 0.308157 -1.365469 0.0 0.0 0.0 0.000
H -1.807739 1.255368 -1.650387 0.0 0.0 0.0 0.004
H -1.523627 2.210389 -3.893525 0.0 0.0 0.0 0.000
H -0.999568 0.730588 -5.811364 0.0 0.0 0.0 0.000
H -0.793165 -1.704744 -5.468410 0.0 0.0 0.0 0.000
H -1.102845 -2.676554 -3.237996 0.0 0.0 0.0 0.000
S -4.608190 0.526794 3.369832 0.0 0.0 -0.1 0.582
C -3.124679 0.459083 2.702002 0.1 0.0 0.1 0.088
N -2.063494 0.399286 2.224662 0.0 -0.1 0.0 0.251
C 3.163981 4.281095 3.141929 0.0 0.0 0.0 0.099
C 1.797154 4.038948 3.246322 0.0 0.0 0.0 0.005
C 1.140953 3.379501 2.225796 0.0 0.0 0.0 0.092
C 1.871742 2.896652 1.127970 0.0 -0.1 -0.1 0.269
C 3.230575 3.213584 0.984420 0.0 0.0 0.0 0.080
C 3.877883 3.862121 2.018495 0.0 0.0 0.0 0.021
Ge 0.978758 1.558378 -0.102859 0.1 0.0 0.1 0.236
C 0.071730 3.224601 -0.708506 0.0 0.0 0.0 0.207
C 0.589376 4.024054 -1.734994 0.0 0.0 0.0 0.076
C -0.174255 5.056540 -2.253207 0.0 0.0 0.0 0.005
C -1.426875 5.332618 -1.717132 0.0 0.0 0.0 0.083
C -1.926543 4.573437 -0.659862 0.0 0.0 0.0 0.010
C -1.168854 3.544264 -0.135369 0.0 0.0 0.0 0.074
C 2.221921 0.869990 -1.437900 0.0 0.0 0.0 0.039
C 3.193306 1.617697 -2.110103 0.0 0.0 0.0 0.008
C 4.000352 1.034027 -3.074874 0.0 0.0 0.0 0.003
C 3.851831 -0.309896 -3.391071 0.0 0.0 0.0 0.003
C 2.891589 -1.068001 -2.738999 0.0 0.0 0.0 0.000
C 2.089094 -0.479681 -1.771964 0.0 0.0 0.0 0.009
H 3.676188 4.818845 3.928835 0.0 0.0 0.0 0.005
H 1.248055 4.379850 4.113654 0.0 0.0 0.0 -0.001
H 0.075781 3.201167 2.297411 0.0 0.0 0.0 0.004
H 3.791767 2.893023 0.118541 0.0 0.0 0.0 0.004
H 4.940762 4.052578 1.950885 0.0 0.0 0.0 0.001
H 1.562859 3.822270 -2.157717 0.0 0.0 0.0 0.003
H 0.212220 5.655082 -3.067261 0.0 0.0 0.0 0.000
H -2.010818 6.153768 -2.111295 0.0 0.0 0.0 0.004
H -2.900565 4.795881 -0.244524 0.0 0.0 0.0 0.000
H -1.562932 2.955318 0.686689 0.0 0.0 0.0 0.008
H 3.339496 2.668242 -1.893966 0.0 0.0 0.0 0.001
H 4.747349 1.629926 -3.582450 0.0 0.0 0.0 0.000
H 4.483367 -0.761546 -4.144357 0.0 0.0 0.0 0.000
H 2.764579 -2.114701 -2.984873 0.0 0.0 0.0 0.000
H 1.333617 -1.083715 -1.281285 0.0 0.0 0.0 0.005
```
Forces are in eV/Å.

Properties
Total charge: +2
Spin multiplicity: 6
Gap between HOMO and LUMO (alpha / beta), Ha: 0.2819 / 0.2058
ΔE to the lowest compared entry with this formula, charge and spin, kcal per mole: 0.00
Max |F|, eV Å⁻¹: 0.101